Density functional theory data (wB97M-V/def2-TZVPD) for 2 unconnected molecules or ions with the total composition C10H23B4N2O7 at a distorted geometry.

Geometry as ORCA input:
```
! wB97M-V def2-TZVPD RIJCOSX def2/J DEFGRID3
* xyz 1 1
C 2.957 -2.163 3.489
C 4.003 -1.602 2.444
O 3.432 -1.152 1.197
B 2.704 -2.181 0.523
O 3.258 -3.493 0.382
B 1.171 -1.875 -0.066
O 0.815 -0.682 -0.827
B -0.288 -0.130 -0.065
C -0.301 1.409 0.461
C -1.578 1.552 1.411
N -1.458 1.520 2.703
O -1.415 -0.970 0.293
B -0.820 -2.061 1.006
C -1.088 -2.458 2.538
C -2.620 -3.152 2.621
C -3.186 -3.696 1.167
O -2.673 -4.607 2.360
O 0.150 -2.853 0.263
H 3.487 -2.173 4.498
H 2.046 -1.507 3.631
H 2.626 -3.223 3.275
H 4.501 -0.700 2.926
H 4.816 -2.369 2.306
H 4.106 -3.476 -0.095
H -0.298 2.144 -0.402
H 0.605 1.505 1.142
H -2.598 1.661 0.957
H -0.453 1.396 2.924
H -0.379 -3.217 2.966
H -1.174 -1.502 3.131
H -3.394 -2.676 3.351
H -2.514 -4.272 0.482
H -4.300 -3.785 1.256
C 0.353 2.475 -4.632
C -0.472 3.285 -3.689
O -0.931 2.907 -2.650
N -0.694 4.706 -3.948
C -2.132 5.037 -4.207
H 0.314 1.428 -4.337
H -0.037 2.571 -5.648
H 1.389 2.822 -4.598
H -0.080 5.049 -4.691
H -0.473 5.141 -3.045
H -2.447 4.531 -5.119
H -2.201 6.116 -4.333
H -2.729 4.722 -3.352
*
```

## Properties
LUMO level: -0.15626 hartree
Kohn-Sham gap: 0.26219 Ha

Here is what Mulliken gives for the atomic charges, in e:
1. C -0.970
2. C -0.220
3. O -0.564
4. B 0.335
5. O -0.500
6. B 0.439
7. O -0.123
8. B 0.497
9. C -0.330
10. C 0.042
11. N -0.667
12. O -0.529
13. B 0.334
14. C -0.540
15. C 0.211
16. C -0.784
17. O -0.452
18. O -0.291
19. H 0.389
20. H 0.190
21. H 0.259
22. H 0.295
23. H 0.259
24. H 0.299
25. H -0.097
26. H 0.351
27. H 0.346
28. H 0.260
29. H 0.244
30. H 0.317
31. H 0.336
32. H 0.298
33. H 0.387
34. C -1.071
35. C 0.525
36. O -0.487
37. N -0.091
38. C -0.818
39. H 0.306
40. H 0.402
41. H 0.373
42. H 0.388
43. H 0.394
44. H 0.355
45. H 0.367
46. H 0.338

Density functional theory data (wB97M-V/def2-TZVPD) for a molecular structure, C10H23BeN2O8 at a distorted geometry.

Geometry as ORCA input:
```
! wB97M-V def2-TZVPD RIJCOSX def2/J DEFGRID3
* xyz 0 2
Be -0.162 0.434 -0.245
C -0.150 2.685 -2.228
O -0.178 3.510 -3.148
O 0.998 2.382 -1.766
O -1.187 2.332 -1.648
O -4.223 -1.209 -1.591
C -3.375 -0.463 -0.920
O -2.309 -0.926 -0.574
O -3.533 0.760 -0.783
H -3.642 -1.941 -1.811
C 2.015 -3.643 -0.527
C 1.631 -2.172 -0.865
C 0.664 -2.147 -2.114
O 0.301 -0.825 -2.372
C -0.216 -0.741 -3.694
N 0.953 -1.720 0.331
H 2.572 -3.657 0.410
H 2.674 -3.903 -1.355
H 1.154 -4.307 -0.439
H 2.511 -1.538 -0.972
H -0.302 -2.622 -1.945
H 1.241 -2.659 -2.885
H 0.501 -0.914 -4.496
H -0.682 0.209 -3.954
H -0.973 -1.490 -3.929
H 0.569 -2.570 0.718
H 1.706 -1.450 0.948
C 1.384 3.203 2.286
C 1.209 1.689 2.664
C -0.223 1.180 2.972
O -1.164 1.370 1.950
C -2.532 1.135 2.405
N 1.696 0.996 1.466
H 2.389 3.484 1.971
H 1.116 3.808 3.151
H 0.766 3.429 1.416
H 1.787 1.361 3.529
H -0.586 1.674 3.873
H -0.178 0.140 3.295
H -2.696 0.250 3.021
H -3.326 1.194 1.662
H -2.853 2.053 2.896
H 2.582 1.480 1.445
H 2.071 0.141 1.852
*
```

## Properties
LUMO level (spin up / spin down): -0.02843 / -0.04415 hartree
Kohn-Sham gap (spin up / spin down): 0.24704 / 0.23129 Ha

Here is what Mulliken gives for the atomic charges, in e:
1. Be 1.193
2. C 0.881
3. O -0.484
4. O -0.577
5. O -0.538
6. O -0.517
7. C 0.656
8. O -0.642
9. O -0.669
10. H 0.309
11. C -1.579
12. C 0.267
13. C -0.898
14. O -0.029
15. C -1.012
16. N -0.356
17. H 0.444
18. H 0.446
19. H 0.408
20. H 0.377
21. H 0.351
22. H 0.427
23. H 0.352
24. H 0.300
25. H 0.345
26. H 0.223
27. H 0.147
28. C -1.352
29. C 0.052
30. C -0.728
31. O -0.283
32. C -0.895
33. N -0.396
34. H 0.468
35. H 0.376
36. H 0.304
37. H 0.381
38. H 0.532
39. H 0.381
40. H 0.371
41. H 0.253
42. H 0.353
43. H 0.209
44. H 0.150

Density functional theory data (wB97M-V/def2-TZVPD) for a molecular structure, C10H23Br2MgNO4PS.

Geometry as ORCA input:
```
! wB97M-V def2-TZVPD RIJCOSX def2/J DEFGRID3
* xyz 1 1
C -0.735 -3.526 -1.074
C -1.323 -3.201 0.272
Br -2.385 -4.653 0.888
C -1.182 -2.088 0.984
Br -1.968 -1.947 2.703
P -0.172 -0.425 0.624
C 1.518 -1.346 0.703
N -0.212 -0.635 -1.157
C -1.954 0.551 0.470
C -3.093 -0.222 -0.160
C -4.161 0.737 -0.731
O -4.074 0.916 -2.134
C 0.704 1.375 0.605
C 1.849 1.558 1.593
C 3.292 1.345 1.120
S 3.681 2.235 -0.332
O 5.091 2.383 -0.569
O 2.944 3.494 -0.454
O 3.171 1.334 -1.539
H 0.073 -2.853 -1.348
H -1.508 -3.461 -1.844
H -0.371 -4.553 -1.073
H -0.184 -0.249 2.056
H 2.172 -1.053 -0.121
H 1.314 -2.411 0.624
H 1.971 -1.156 1.674
H 0.697 -0.727 -1.592
H -0.758 0.050 -1.663
H -1.726 1.446 -0.114
H -2.143 0.814 1.512
H -3.560 -0.878 0.575
H -2.744 -0.843 -0.989
H -4.127 1.708 -0.219
H -5.149 0.317 -0.543
H -3.193 1.225 -2.369
H 0.947 1.603 -0.439
H -0.067 2.085 0.902
H 1.803 2.567 2.009
H 1.710 0.887 2.451
H 3.570 0.312 0.902
H 4.006 1.733 1.855
H 2.265 1.565 -1.811
Mg 4.009 3.989 -2.247
*
```

## Properties
LUMO level: -0.27730 hartree
Kohn-Sham gap: 0.07427 Ha
Energy above the lowest of the compared OMol25 structures with the same formula, charge and spin: 0.00 kJ/mol

Here is what Mulliken gives for the atomic charges, in e:
1. C -1.442
2. C 0.388
3. Br -0.129
4. C -0.348
5. Br 0.007
6. P 1.141
7. C -1.497
8. N -0.743
9. C -1.681
10. C -0.320
11. C -0.740
12. O -0.520
13. C -0.708
14. C -0.916
15. C -0.752
16. S 1.469
17. O -0.638
18. O -0.619
19. O -0.371
20. H 0.263
21. H 0.375
22. H 0.503
23. H 0.111
24. H 0.418
25. H 0.589
26. H 0.334
27. H 0.268
28. H 0.211
29. H 0.695
30. H 0.455
31. H 0.402
32. H 0.319
33. H 0.307
34. H 0.388
35. H 0.294
36. H 0.381
37. H 0.360
38. H 0.492
39. H 0.415
40. H 0.328
41. H 0.497
42. H 0.429
43. Mg 0.585

Density functional theory data (wB97M-V/def2-TZVPD) for a molecular structure, C10H23Li3NO6 at a distorted geometry.

Geometry as ORCA input:
```
! wB97M-V def2-TZVPD RIJCOSX def2/J DEFGRID3
* xyz -1 1
Li 29.582 15.726 -1.143
Li 27.502 14.985 5.203
Li 24.988 16.394 1.145
O 26.692 11.310 5.044
C 26.489 10.585 3.832
C 27.338 11.088 2.575
O 27.265 12.449 2.206
H 25.416 10.469 3.684
H 26.844 9.571 4.016
H 26.979 10.549 1.698
H 28.359 10.786 2.809
O 27.173 19.440 1.077
C 27.375 20.212 2.252
C 26.372 20.013 3.499
O 25.895 18.749 3.966
H 27.208 21.261 2.006
H 28.398 20.140 2.622
H 25.473 20.613 3.358
H 26.777 20.583 4.335
C 14.974 12.907 1.327
O 16.334 12.651 1.545
C 17.037 13.882 1.897
C 18.476 13.944 1.365
N 18.427 13.460 -0.127
C 18.559 14.565 -1.118
C 19.984 15.172 -1.036
O 20.185 16.037 0.129
C 19.633 17.313 -0.108
H 14.540 13.429 2.179
H 14.423 11.978 1.180
H 14.832 13.590 0.490
H 17.073 13.833 2.985
H 16.523 14.755 1.494
H 18.990 13.135 1.884
H 18.993 14.860 1.650
H 17.455 13.185 -0.143
H 17.814 15.334 -0.917
H 18.501 14.158 -2.127
H 20.114 15.685 -1.989
H 20.729 14.376 -1.010
H 18.585 17.237 0.180
H 19.871 17.683 -1.105
H 19.951 18.050 0.630
*
```

## Properties
LUMO level: -0.00284 hartree
Kohn-Sham gap: 0.08130 Ha
Energy above the lowest of the compared OMol25 structures with the same formula, charge and spin: 1549.02 kJ/mol

Here is what Mulliken gives for the atomic charges, in e:
1. Li 0.478
2. Li 0.805
3. Li 0.671
4. O -0.807
5. C -0.339
6. C -0.299
7. O -0.769
8. H 0.239
9. H 0.184
10. H 0.203
11. H 0.161
12. O -0.794
13. C -0.229
14. C -0.471
15. O -0.817
16. H 0.170
17. H 0.186
18. H 0.208
19. H 0.224
20. C -0.684
21. O -0.369
22. C -0.637
23. C -0.459
24. N -0.426
25. C -0.360
26. C -0.705
27. O -0.302
28. C -0.752
29. H 0.314
30. H 0.248
31. H 0.293
32. H 0.347
33. H 0.406
34. H 0.291
35. H 0.295
36. H 0.228
37. H 0.230
38. H 0.415
39. H 0.408
40. H 0.370
41. H 0.242
42. H 0.320
43. H 0.286

Density functional theory data (wB97M-V/def2-TZVPD) for 5 unconnected molecules or ions with the total composition C10H23N10O4 at a distorted geometry.

Geometry as ORCA input:
```
! wB97M-V def2-TZVPD RIJCOSX def2/J DEFGRID3
* xyz 1 1
C 3.345 -2.803 0.606
C 2.633 -1.847 0.438
C 1.594 -0.694 0.553
C 0.181 -1.358 0.660
N -0.796 -0.876 1.445
C -1.856 -1.802 1.257
C -1.436 -2.765 0.356
N -0.121 -2.459 -0.025
H 3.854 -3.678 1.023
H 1.773 -0.140 1.502
H 1.681 -0.015 -0.319
H -0.755 -0.061 2.049
H -2.827 -1.749 1.768
H -2.005 -3.635 0.004
H 0.458 -3.012 -0.674
C 1.589 -5.363 -1.865
O 0.641 -4.695 -1.446
N 1.430 -6.437 -2.671
N 2.860 -5.052 -1.535
H 2.191 -6.990 -3.019
H 0.491 -6.685 -2.928
H 2.975 -4.249 -0.939
H 3.667 -5.562 -1.844
C -3.135 2.748 0.512
O -2.953 3.790 -0.091
N -2.179 1.764 0.576
N -4.290 2.468 1.171
H -2.303 0.902 1.063
H -1.312 1.939 0.099
H -5.015 3.165 1.149
H -4.455 1.616 1.672
C 4.285 0.292 -2.760
O 5.118 -0.405 -2.211
N 2.999 -0.133 -2.968
N 4.556 1.547 -3.213
H 2.293 0.421 -3.418
H 2.765 -1.055 -2.646
H 5.490 1.891 -3.078
H 3.883 2.134 -3.668
C -3.907 5.991 3.044
O -5.066 5.722 3.322
N -3.077 6.642 3.911
N -3.350 5.662 1.847
H -2.124 6.872 3.703
H -3.457 6.899 4.804
H -3.931 5.184 1.186
H -2.403 5.870 1.594
*
```

## Properties
LUMO level: -0.10352 hartree
Kohn-Sham gap: 0.31151 Ha

Here is what Mulliken gives for the atomic charges, in e:
1. C -0.267
2. C -0.531
3. C -0.216
4. C 0.092
5. N -0.018
6. C -0.499
7. C -0.283
8. N 0.214
9. H 0.492
10. H 0.392
11. H 0.269
12. H 0.360
13. H 0.406
14. H 0.433
15. H 0.240
16. C 0.679
17. O -0.727
18. N -0.421
19. N -0.235
20. H 0.172
21. H 0.236
22. H 0.010
23. H 0.171
24. C 0.669
25. O -0.671
26. N -0.210
27. N -0.312
28. H 0.102
29. H 0.134
30. H 0.216
31. H 0.138
32. C 0.666
33. O -0.619
34. N -0.369
35. N -0.400
36. H 0.175
37. H 0.161
38. H 0.229
39. H 0.163
40. C 0.638
41. O -0.653
42. N -0.379
43. N -0.297
44. H 0.161
45. H 0.225
46. H 0.109
47. H 0.156

Density functional theory data (wB97M-V/def2-TZVPD) for a gas-phase ion, C10H23N2 (charge +1) at a distorted geometry.

Geometry as ORCA input:
```
! wB97M-V def2-TZVPD RIJCOSX def2/J DEFGRID3
* xyz 1 1
C -2.541 -1.163 -0.439
N -1.252 -0.818 0.098
C -1.033 -0.973 1.579
C -0.881 0.531 -0.220
C -1.021 0.715 -1.804
C -1.661 1.600 0.581
C 0.692 0.666 0.052
C 1.265 1.725 0.959
N 1.580 0.671 -1.189
C 1.567 -0.511 -0.325
C 2.762 -0.678 0.633
C 1.238 -1.952 -0.713
H -2.504 -1.688 -1.333
H -3.003 -1.774 0.434
H -3.285 -0.327 -0.603
H -0.081 -0.706 1.908
H -1.771 -0.298 2.254
H -1.042 -1.955 1.758
H -2.080 1.066 -1.925
H -0.767 -0.198 -2.178
H -0.460 1.543 -2.311
H -2.552 1.223 0.944
H -1.187 2.042 1.366
H -1.954 2.568 0.088
H 0.641 2.667 0.973
H 2.130 2.207 0.675
H 1.388 1.265 1.908
H 2.391 1.333 -1.214
H 1.138 0.576 -2.145
H 3.336 -1.439 0.235
H 2.407 -0.902 1.682
H 3.409 0.098 0.889
H 1.849 -2.486 -1.426
H 0.199 -1.997 -1.286
H 1.084 -2.629 0.096
*
```

## Properties
LUMO level: -0.10156 hartree
Kohn-Sham gap: 0.34571 Ha
Energy above the lowest of the compared OMol25 structures with the same formula, charge and spin: 287.36 kJ/mol

Here is what Mulliken gives for the atomic charges, in e:
1. C -0.912
2. N 0.328
3. C -1.187
4. C 2.092
5. C -2.357
6. C -2.188
7. C -0.207
8. C -2.024
9. N -0.211
10. C 1.212
11. C -1.772
12. C -1.355
13. H 0.310
14. H 0.355
15. H 0.319
16. H 0.329
17. H 0.259
18. H 0.573
19. H 0.440
20. H 0.725
21. H 0.394
22. H 0.494
23. H 0.623
24. H 0.332
25. H 0.505
26. H 0.529
27. H 0.331
28. H 0.318
29. H 0.372
30. H 0.510
31. H 0.357
32. H 0.480
33. H 0.477
34. H 0.172
35. H 0.380

- What is the formula in the sixth record?
  C10H23N2

What did the sixth record say?
Density functional theory data (wB97M-V/def2-TZVPD) for a gas-phase ion, C10H23N2 (charge +1) at a distorted geometry.

Geometry as ORCA input:
```
! wB97M-V def2-TZVPD RIJCOSX def2/J DEFGRID3
* xyz 1 1
C -2.541 -1.163 -0.439
N -1.252 -0.818 0.098
C -1.033 -0.973 1.579
C -0.881 0.531 -0.220
C -1.021 0.715 -1.804
C -1.661 1.600 0.581
C 0.692 0.666 0.052
C 1.265 1.725 0.959
N 1.580 0.671 -1.189
C 1.567 -0.511 -0.325
C 2.762 -0.678 0.633
C 1.238 -1.952 -0.713
H -2.504 -1.688 -1.333
H -3.003 -1.774 0.434
H -3.285 -0.327 -0.603
H -0.081 -0.706 1.908
H -1.771 -0.298 2.254
H -1.042 -1.955 1.758
H -2.080 1.066 -1.925
H -0.767 -0.198 -2.178
H -0.460 1.543 -2.311
H -2.552 1.223 0.944
H -1.187 2.042 1.366
H -1.954 2.568 0.088
H 0.641 2.667 0.973
H 2.130 2.207 0.675
H 1.388 1.265 1.908
H 2.391 1.333 -1.214
H 1.138 0.576 -2.145
H 3.336 -1.439 0.235
H 2.407 -0.902 1.682
H 3.409 0.098 0.889
H 1.849 -2.486 -1.426
H 0.199 -1.997 -1.286
H 1.084 -2.629 0.096
*
```

## Properties
LUMO level: -0.10156 hartree
Kohn-Sham gap: 0.34571 Ha
Energy above the lowest of the compared OMol25 structures with the same formula, charge and spin: 287.36 kJ/mol

Here is what Mulliken gives for the atomic charges, in e:
1. C -0.912
2. N 0.328
3. C -1.187
4. C 2.092
5. C -2.357
6. C -2.188
7. C -0.207
8. C -2.024
9. N -0.211
10. C 1.212
11. C -1.772
12. C -1.355
13. H 0.310
14. H 0.355
15. H 0.319
16. H 0.329
17. H 0.259
18. H 0.573
19. H 0.440
20. H 0.725
21. H 0.394
22. H 0.494
23. H 0.623
24. H 0.332
25. H 0.505
26. H 0.529
27. H 0.331
28. H 0.318
29. H 0.372
30. H 0.510
31. H 0.357
32. H 0.480
33. H 0.477
34. H 0.172
35. H 0.380